{
  "formula": "C39H34GeN3O3P2ReSSe2",
  "method": "the ωB97M-V functional and the def2-TZVPD basis",
  "elements": ["Re", "Se", "P", "C", "C", "C", "C", "C", "C", "C", "C", "C", "C", "C", "C", "C", "C", "N", "N", "N", "P", "Se", "C", "C", "C", "C", "C", "C", "C", "C", "C", "C", "C", "C", "H", "H", "H", "H", "H", "H", "H", "H", "H", "H", "H", "H", "H", "H", "H", "H", "H", "H", "H", "H", "C", "S", "O", "O", "O", "H", "H", "H", "Ge", "C", "C", "C", "C", "C", "C", "C", "C", "C", "C", "C", "C", "H", "H", "H", "H", "H", "H", "H", "H", "H", "H", "H"],
  "xyz": [[1.381, 2.095, 1.014], [-4.777, -0.327, -0.742], [-2.978, -1.608, -0.779], [-2.672, -2.262, -2.403], [-2.042, -1.448, -3.349], [-1.924, -1.883, -4.657], [-2.438, -3.123, -5.025], [-3.082, -3.922, -4.092], [-3.209, -3.493, -2.780], [-3.050, -2.886, 0.468], [-2.364, -4.091, 0.295], [-2.424, -5.061, 1.282], [-3.166, -4.838, 2.434], [-3.850, -3.641, 2.610], [-3.798, -2.665, 1.630], [-1.735, -0.354, -0.338], [-0.481, -0.254, 0.240], [-0.264, 1.096, 0.395], [-1.314, 1.756, -0.090], [-2.202, 0.917, -0.486], [0.725, -1.475, 0.757], [0.868, 3.322, 2.701], [0.552, -1.862, 2.454], [-0.651, -1.579, 3.104], [-0.802, -1.938, 4.433], [0.237, -2.563, 5.107], [1.441, -2.837, 4.463], [1.606, -2.491, 3.137], [0.776, -2.835, -0.349], [0.701, -2.619, -1.732], [0.807, -3.696, -2.594], [1.010, -4.974, -2.083], [1.100, -5.189, -0.712], [0.977, -4.124, 0.164], [-1.673, -0.464, -3.080], [-1.452, -1.251, -5.396], [-2.353, -3.456, -6.051], [-3.504, -4.873, -4.388], [-3.742, -4.111, -2.068], [-1.798, -4.278, -0.610], [-1.912, -6.003, 1.141], [-3.229, -5.609, 3.191], [-4.445, -3.479, 3.498], [-4.356, -1.746, 1.757], [-1.462, -1.084, 2.586], [-1.729, -1.720, 4.946], [0.116, -2.833, 6.148], [2.249, -3.315, 5.000], [2.549, -2.697, 2.644], [0.558, -1.624, -2.134], [0.731, -3.539, -3.662], [1.099, -5.814, -2.760], [1.258, -6.187, -0.329], [1.011, -4.296, 1.232], [4.348, -0.771, -0.916], [2.959, 0.154, -0.435], [3.375, 1.310, 0.363], [1.991, 0.417, -1.448], [2.237, -0.743, 0.707], [3.985, -1.640, -1.466], [4.901, -1.041, -0.017], [4.946, -0.121, -1.559], [0.989, 4.203, -0.525], [2.720, 5.042, -0.470], [3.026, 6.041, -1.397], [4.260, 6.674, -1.369], [5.204, 6.321, -0.414], [4.913, 5.334, 0.519], [3.679, 4.705, 0.485], [-0.438, 5.360, -0.003], [-1.761, 5.231, -0.430], [-2.722, 6.122, 0.014], [-2.378, 7.144, 0.891], [-1.063, 7.289, 1.317], [-0.097, 6.406, 0.864], [0.770, 3.191, -1.687], [2.299, 6.342, -2.143], [4.485, 7.448, -2.089], [6.162, 6.821, -0.392], [5.641, 5.072, 1.274], [3.467, 3.956, 1.248], [-2.038, 4.442, -1.115], [-3.745, 6.033, -0.328], [-3.133, 7.839, 1.233], [-0.795, 8.099, 1.981], [0.936, 6.547, 1.168]],
  "mulliken_charge": [0.2155, 0.0424, -0.0630, 1.1952, -0.5357, -0.7894, -0.6291, -0.8486, -0.2378, 1.0642, -0.0302, -0.9376, -0.7333, -0.7951, -0.6455, 0.5443, -0.1518, 0.2562, -0.6150, -0.4363, 1.4775, 0.1768, 0.5298, -0.3761, -0.8295, -0.6166, -0.8329, -0.6991, 0.7210, -0.2201, -0.9525, -0.7345, -0.8537, -0.5807, 0.4717, 0.4592, 0.4640, 0.4760, 0.5512, 0.4911, 0.5234, 0.4750, 0.5112, 0.3483, 0.4470, 0.5221, 0.4732, 0.4890, 0.4860, 0.6110, 0.5529, 0.4901, 0.5190, 0.5482, -1.0044, 1.1819, -0.5383, -0.4200, -0.2121, 0.3591, 0.4167, 0.4689, 0.1556, 0.5696, -0.4301, -0.7378, -0.4282, -1.0096, 0.5092, 0.6133, -0.2132, -0.7037, -0.4219, -0.7382, -0.1734, 0.0640, 0.3904, 0.4221, 0.4251, 0.4200, 0.0465, 0.3529, 0.4038, 0.4150, 0.4234, 0.4047],
  "largest_force_ev_per_a": 0.96,
  "homo_energy_ev": [-15.29, -15.31],
  "multiplicity": 2,
  "lumo_ev": [-9.485, -9.841],
  "total_charge": 3,
  "relative_energy_ev": 1.4464
}